Record 1
Computed, not measured: a gas-phase ion, C5H12NSe (charge +1) in a non-equilibrium geometry, with wB97M-V/def2-TZVPD.

Its HOMO-LUMO gap is 8.350 eV. The multiplicity is 1. As for the total charge: +1.

Structure (XYZ):
```
19
C5H12NSe, DFT wB97M-V/def2-TZVPD
C 1.931 -0.038 -0.552
C 1.694 0.036 0.964
C 0.891 0.518 -1.456
C -1.062 -0.563 -0.325
C -2.793 -0.033 1.893
N -0.375 -0.363 -1.594
Se -2.261 0.651 0.179
H 2.924 0.649 -0.691
H 2.187 -0.977 -1.054
H 2.601 -0.412 1.576
H 1.325 1.034 1.348
H 0.476 1.435 -1.292
H 1.294 0.527 -2.494
H 0.808 -0.488 1.103
H -3.862 -0.244 1.957
H -2.484 -1.091 1.918
H -2.265 0.643 2.586
H -1.088 0.007 -2.183
H 0.059 -1.291 -1.886
```

---

Record 2
Computed, not measured: 3 unconnected molecules or ions with the total composition C5H12O, with wB97M-V/def2-TZVPD.

Its HOMO-LUMO gap is 10.500 eV. As for the structure (SMILES): C=C(C)C.[H][H].C=O. The multiplicity is 1.

Structure (XYZ):
```
18
C5H12O, DFT wB97M-V/def2-TZVPD
C -1.246 0.812 -0.816
C -0.816 0.392 0.564
C -1.145 -1.026 0.941
C -0.174 1.218 1.393
C 2.233 0.039 -0.051
O 2.246 -1.167 -0.095
H -0.890 1.815 -1.069
H -2.341 0.806 -0.897
H -0.870 0.107 -1.569
H 0.835 -1.598 -2.779
H -2.224 -1.208 0.859
H -0.831 -1.261 1.961
H -0.646 -1.726 0.258
H 0.064 2.242 1.108
H 0.124 0.903 2.390
H 2.618 0.599 0.822
H 1.851 0.658 -0.886
H 1.210 -1.605 -2.134
```

---

Record 3
Computed, not measured: 2 unconnected molecules or ions with the total composition C5H12O in a non-equilibrium geometry, with wB97M-V/def2-TZVPD.

Its HOMO-LUMO gap is 9.447 eV. As for the structure (SMILES): CC=C(C)C.O. The multiplicity is 1.

Structure (XYZ):
```
18
C5H12O, DFT wB97M-V/def2-TZVPD
C 1.763 0.472 -0.037
C 0.593 0.038 0.796
C -0.115 -1.010 0.262
C -1.424 -1.714 0.809
C 0.148 0.840 2.066
H 2.750 0.172 0.316
H 1.885 1.582 -0.052
H 1.439 0.159 -1.069
H 0.444 -1.806 -0.276
H -2.193 -1.273 1.408
H -2.092 -2.028 0.012
H -1.078 -2.645 1.135
H -0.817 0.403 2.330
H -0.044 1.926 1.745
H 0.833 0.887 2.850
H -1.484 1.341 -3.902
H 0.074 1.216 -3.950
O -0.682 1.441 -4.441
```

---

Record 4
Computed, not measured: 3 unconnected molecules or ions with the total composition C5H12O, with wB97M-V/def2-TZVPD.

Its HOMO-LUMO gap is 10.818 eV. As for the structure (SMILES): C=CC.C=O.C. The multiplicity is 1.

Structure (XYZ):
```
18
C5H12O, DFT wB97M-V/def2-TZVPD
C -1.116 -0.422 2.278
C 1.772 0.137 -0.049
C 1.344 -0.209 -1.262
C 0.317 -1.266 -1.539
C -0.893 1.747 -0.636
O -1.829 1.004 -0.795
H -1.876 -0.423 3.064
H -0.335 0.299 2.537
H -0.676 -1.420 2.202
H 2.526 0.906 0.096
H 1.391 -0.354 0.845
H 1.758 0.303 -2.132
H -0.079 -1.687 -0.608
H -0.528 -0.855 -2.104
H 0.749 -2.079 -2.133
H -0.389 2.245 -1.487
H -0.486 1.982 0.366
H -1.574 -0.145 1.324
```

---

Record 5
Computed, not measured: a single C5H12O molecule, with wB97M-V/def2-TZVPD.

Its HOMO-LUMO gap is 10.541 eV. As for the structure (SMILES): COC(C)(C)C. The multiplicity is 1.

Structure (XYZ):
```
18
C5H12O, DFT wB97M-V/def2-TZVPD
C -2.090 0.453 0.141
O -1.029 -0.294 0.675
C 0.284 -0.164 0.116
C 0.272 0.086 -1.393
C 1.054 0.953 0.826
C 0.918 -1.520 0.419
H -2.997 0.063 0.612
H -2.192 0.336 -0.947
H -2.024 1.525 0.372
H -0.093 1.090 -1.639
H 1.289 -0.001 -1.789
H -0.354 -0.649 -1.910
H 0.613 1.938 0.633
H 1.066 0.784 1.908
H 2.093 0.980 0.476
H 0.903 -1.696 1.499
H 0.333 -2.309 -0.064
H 1.953 -1.574 0.066
```

---

Record 6
Computed, not measured: 2 unconnected molecules or ions with the total composition C5H12O in a non-equilibrium geometry, with wB97M-V/def2-TZVPD.

Its HOMO-LUMO gap is 11.429 eV. As for the structure (SMILES): C1CCCC1.O. The multiplicity is 1.

Structure (XYZ):
```
18
C5H12O, DFT wB97M-V/def2-TZVPD
C 0.287 0.788 0.859
C -0.907 0.183 1.484
C 0.918 -0.352 0.024
C -1.470 -0.644 0.346
C -0.331 -0.999 -0.613
H 0.914 1.202 1.672
H 0.010 1.624 0.189
H -1.633 0.941 1.835
H -0.703 -0.504 2.327
H 1.429 -1.110 0.649
H 1.662 0.056 -0.686
H -2.015 0.053 -0.318
H -2.167 -1.457 0.626
H -0.613 -0.534 -1.577
H -0.237 -2.089 -0.779
O 1.590 1.210 -1.710
H 1.679 0.231 -1.652
H 1.588 1.401 -2.675
```

---

Record 7
Computed, not measured: a single C5H12O molecule, with wB97M-V/def2-TZVPD.

Its HOMO-LUMO gap is 10.757 eV. As for the structure (SMILES): CC[C@@H](C)OC. The multiplicity is 1.

Structure (XYZ):
```
18
C5H12O, DFT wB97M-V/def2-TZVPD
C 1.801 0.019 -0.952
C 1.066 -0.212 0.381
C -0.468 -0.345 0.472
C -0.905 -0.507 1.935
O -1.188 0.789 0.016
C -1.301 0.828 -1.382
H 1.507 -0.684 -1.737
H 1.673 1.026 -1.356
H 2.878 -0.116 -0.799
H 1.346 0.593 1.069
H 1.463 -1.142 0.805
H -0.797 -1.222 -0.114
H -0.253 -1.161 2.522
H -1.932 -0.886 2.015
H -0.871 0.483 2.403
H -1.818 1.757 -1.648
H -0.313 0.794 -1.852
H -1.888 -0.014 -1.780
```

---

Record 8
Computed, not measured: 2 unconnected molecules or ions with the total composition C5H12O in a non-equilibrium geometry, with wB97M-V/def2-TZVPD.

Its HOMO-LUMO gap is 10.953 eV. As for the structure (SMILES): CC=O.CCC. The multiplicity is 1.

Structure (XYZ):
```
18
C5H12O, DFT wB97M-V/def2-TZVPD
C 1.541 0.918 -0.656
C 2.083 0.460 0.724
C 1.228 0.948 1.875
H 0.457 0.884 -0.651
H 1.942 0.237 -1.409
H 1.915 1.910 -0.894
H 3.124 0.756 0.793
H 1.957 -0.629 0.689
H 1.440 0.512 2.851
H 1.148 2.037 1.939
H 0.182 0.699 1.666
O -2.149 -1.089 0.807
C -1.864 -1.104 -0.359
C -2.839 -1.374 -1.478
H -0.858 -0.799 -0.713
H -2.326 -1.401 -2.433
H -3.637 -0.631 -1.425
H -3.343 -2.333 -1.328
```

---

Record 9
Computed, not measured: 2 unconnected molecules or ions with the total composition C5H12O, with wB97M-V/def2-TZVPD.

Its HOMO-LUMO gap is 8.283 eV. The multiplicity is 1.

Structure (XYZ):
```
18
C5H12O, DFT wB97M-V/def2-TZVPD
C 1.918 -0.291 -0.534
O 1.240 -0.007 0.637
C -0.051 -0.179 0.636
C -0.301 1.119 -1.336
C -0.639 -1.444 0.083
C -0.788 0.557 1.706
H 0.833 0.427 -1.227
H 1.869 -1.341 -0.831
H 2.938 0.081 -0.445
H -0.083 1.390 -2.380
H -1.320 0.717 -1.334
H -0.277 2.045 -0.752
H -0.307 -1.648 -0.937
H -0.344 -2.294 0.716
H -1.731 -1.383 0.086
H -1.112 -0.110 2.515
H -0.157 1.347 2.121
H -1.688 1.014 1.275
```

---

Record 10
Computed, not measured: a single C5H12O molecule, with wB97M-V/def2-TZVPD.

Its HOMO-LUMO gap is 10.695 eV. As for the structure (SMILES): CCCCOC. The multiplicity is 1.

Structure (XYZ):
```
18
C5H12O, DFT wB97M-V/def2-TZVPD
C -2.464 0.617 -0.155
C -1.196 -0.141 -0.564
C -0.299 -0.638 0.579
C 1.076 -1.180 0.093
O 2.149 -0.480 0.684
C 2.372 0.813 0.133
H -3.075 0.002 0.516
H -3.072 0.828 -1.045
H -2.264 1.581 0.340
H -0.576 0.519 -1.194
H -1.499 -1.002 -1.173
H -0.138 0.221 1.229
H -0.842 -1.309 1.269
H 1.314 -2.227 0.338
H 1.106 -1.103 -1.011
H 2.612 1.508 0.954
H 1.550 1.284 -0.464
H 3.248 0.708 -0.528
```